[1]
Computed, not measured: a structure of composition C38H62AlCl2N6O5PSeSi in a non-equilibrium geometry, with ωB97M-V with the def2-TZVPD basis set.

Cartesian coordinates (Å):
Al  -0.345  -0.077  -0.035
C  -3.270  2.303  4.813
C  -3.740  1.008  4.618
C  -3.365  0.295  3.493
C  -2.504  0.881  2.569
C  -2.006  2.153  2.774
C  -2.404  2.870  3.893
N  -2.224  0.238  1.313
N  -3.255  -0.237  0.815
C  -3.108  -0.740  -0.497
C  -4.226  -1.374  -1.025
C  -4.170  -1.837  -2.327
C  -3.003  -1.654  -3.056
C  -1.896  -1.027  -2.491
C  -1.919  -0.524  -1.195
H  -3.577  2.864  5.687
H  -4.408  0.556  5.340
H  -3.738  -0.704  3.312
H  -1.355  2.589  2.033
H  -2.028  3.874  4.043
H  -5.108  -1.496  -0.409
H  -5.022  -2.337  -2.769
H  -2.951  -2.014  -4.078
H  -0.991  -0.947  -3.071
Cl  1.797  -3.844  2.131
C  0.888  -3.302  0.727
Cl  -0.466  -2.228  1.205
H  0.441  -4.164  0.250
H  1.517  -2.739  0.045
O  0.502  0.979  1.108
P  1.658  1.681  1.873
N  3.120  0.850  2.068
C  4.466  1.314  1.724
C  5.339  0.114  2.122
C  4.401  -1.110  2.030
C  3.073  -0.530  1.549
N  1.069  1.337  3.455
C  0.901  -0.041  3.895
C  0.405  0.086  5.339
C  0.966  1.445  5.807
C  1.727  1.981  4.588
N  1.639  3.341  2.072
C  2.891  4.112  2.153
C  2.394  5.550  2.118
C  1.302  5.471  1.054
C  0.614  4.142  1.365
H  4.729  2.208  2.283
H  4.556  1.531  0.655
H  5.708  0.237  3.140
H  6.204  0.024  1.464
H  4.276  -1.578  3.007
H  4.773  -1.869  1.346
H  2.214  -1.058  1.958
H  2.999  -0.528  0.454
H  1.866  -0.574  3.901
H  0.210  -0.580  3.251
H  0.754  -0.745  5.953
H  -0.682  0.086  5.368
H  1.619  1.352  6.675
H  0.154  2.121  6.073
H  2.786  1.675  4.649
H  1.685  3.064  4.499
H  3.542  3.926  1.293
H  3.430  3.865  3.069
H  3.188  6.252  1.867
H  1.971  5.825  3.088
H  1.757  5.438  0.064
H  0.600  6.304  1.085
H  0.250  3.644  0.463
H  -0.233  4.306  2.038
C  0.097  0.190  -5.665
C  1.002  0.555  -4.495
C  0.351  1.622  -3.621
C  2.347  1.049  -5.011
O  1.187  -0.666  -3.748
Si  1.893  -1.019  -2.314
O  0.936  -0.654  -1.069
O  3.311  -0.250  -2.113
C  4.683  -0.536  -2.419
C  5.418  0.792  -2.310
C  5.230  -1.525  -1.395
C  4.833  -1.107  -3.823
O  2.160  -2.645  -2.306
C  1.653  -3.751  -3.064
C  2.226  -4.999  -2.403
C  0.129  -3.762  -3.014
C  2.109  -3.686  -4.519
H  -0.059  1.061  -6.304
H  -0.876  -0.152  -5.309
H  0.551  -0.604  -6.261
H  0.313  2.573  -4.151
H  0.937  1.774  -2.715
H  -0.663  1.341  -3.341
H  2.202  1.922  -5.648
H  2.829  0.266  -5.600
H  2.994  1.332  -4.182
H  5.197  1.259  -1.349
H  5.103  1.479  -3.095
H  6.496  0.634  -2.388
H  5.275  -1.053  -0.415
H  6.236  -1.842  -1.672
H  4.587  -2.406  -1.339
H  4.430  -0.419  -4.564
H  4.312  -2.057  -3.903
H  5.889  -1.269  -4.042
H  1.895  -5.076  -1.365
H  3.316  -4.956  -2.410
H  1.907  -5.896  -2.935
H  -0.232  -3.641  -1.990
H  -0.260  -4.700  -3.413
H  -0.270  -2.939  -3.606
H  3.192  -3.780  -4.596
H  1.802  -2.743  -4.969
H  1.659  -4.508  -5.079
Se  3.039  4.056  -2.253
C  2.612  2.900  -0.981
N  2.435  2.155  -0.099

Results
Orbital gap = 6.445 eV
Energy above the lowest of the compared OMol25 structures with the same formula, charge and spin = 301.3 kJ/mol
Net charge = 0
Highest occupied orbital energy = -7.33 eV
Total energy = -173755.654 eV

---

[2]
Computed, not measured: a cluster of 14 separate species, C38H62BrN18O in total in a non-equilibrium geometry, with ωB97M-V with the def2-TZVPD basis set.

Cartesian coordinates (Å):
C  -4.165  1.100  2.539
C  -2.758  0.626  2.179
Br  -1.552  1.054  3.649
C  -2.688  -0.863  1.814
N  -1.948  -1.063  0.560
C  -0.608  -1.621  0.552
C  0.380  -0.537  0.972
C  1.471  -0.260  0.000
O  0.239  0.624  0.272
C  -2.555  -0.688  -0.558
N  -3.786  -0.177  -0.655
C  -3.959  0.074  -1.953
N  -2.892  -0.252  -2.668
C  -2.671  -0.107  -4.113
C  -1.284  0.515  -4.376
C  -0.314  -0.470  -5.034
C  0.890  0.242  -5.617
N  1.482  1.184  -4.656
N  -1.985  -0.757  -1.800
H  -4.405  0.778  3.550
H  -4.172  2.186  2.548
H  -4.884  0.723  1.821
H  -2.413  1.245  1.360
H  -2.132  -1.383  2.585
H  -3.678  -1.289  1.706
H  -0.511  -2.444  1.251
H  -0.300  -1.911  -0.443
H  0.636  -0.472  2.025
H  2.235  0.439  0.299
H  1.279  -0.460  -1.042
H  -4.860  0.488  -2.366
H  -3.428  0.588  -4.448
H  -2.770  -1.071  -4.600
H  -1.394  1.402  -4.992
H  -0.849  0.838  -3.433
H  -0.840  -0.971  -5.846
H  0.009  -1.225  -4.315
H  1.654  -0.504  -5.820
H  0.641  0.699  -6.571
H  0.968  2.055  -4.632
H  2.417  1.409  -4.967
H  -1.072  -1.047  -2.101
C  -3.553  3.501  5.511
C  -4.631  4.210  4.835
N  -5.476  4.769  4.299
H  -3.670  3.576  6.588
H  -3.570  2.452  5.234
H  -2.593  3.927  5.223
C  1.636  -3.848  4.139
C  1.628  -3.822  2.681
N  1.616  -3.822  1.533
H  1.776  -4.868  4.489
H  2.453  -3.232  4.512
H  0.692  -3.472  4.528
C  5.288  -5.455  3.227
C  5.237  -4.512  4.337
N  5.176  -3.766  5.205
H  4.506  -5.221  2.506
H  6.256  -5.391  2.735
H  5.143  -6.468  3.598
C  -5.906  -0.118  6.553
C  -4.769  0.596  7.121
N  -3.871  1.145  7.572
H  -6.727  0.576  6.382
H  -5.619  -0.577  5.609
H  -6.233  -0.896  7.241
C  2.936  3.449  1.742
C  4.147  3.978  1.133
N  5.093  4.399  0.641
H  3.125  2.456  2.149
H  2.614  4.108  2.546
H  2.145  3.382  0.996
C  0.349  1.200  -10.331
C  0.312  0.101  -9.374
N  0.284  -0.766  -8.623
H  0.058  2.128  -9.846
H  1.356  1.307  -10.728
H  -0.335  1.003  -11.149
C  2.929  -2.701  -7.911
C  4.049  -2.030  -7.265
N  4.914  -1.477  -6.756
H  2.316  -1.969  -8.431
H  3.293  -3.439  -8.624
H  2.323  -3.208  -7.163
C  3.065  8.067  2.399
C  3.125  6.884  3.246
N  3.172  5.954  3.914
H  2.830  8.940  3.004
H  4.026  8.216  1.911
H  2.295  7.939  1.641
C  -3.200  2.312  -13.335
C  -2.058  2.893  -12.641
N  -1.163  3.357  -12.095
H  -3.752  3.094  -13.851
H  -2.856  1.579  -14.062
H  -3.858  1.824  -12.618
C  0.365  -4.565  -3.961
C  0.504  -4.685  -5.406
N  0.608  -4.794  -6.542
H  0.424  -5.550  -3.501
H  1.164  -3.941  -3.564
H  -0.599  -4.119  -3.721
C  -3.722  -1.005  10.336
C  -3.607  -2.456  10.347
N  -3.532  -3.593  10.228
H  -4.648  -0.687  10.811
H  -2.880  -0.556  10.859
H  -3.719  -0.668  9.303
C  -0.229  -3.717  8.456
C  -0.340  -3.640  7.004
N  -0.426  -3.549  5.864
H  -1.210  -3.578  8.909
H  0.164  -4.687  8.754
H  0.445  -2.937  8.804
C  7.882  3.367  2.674
C  8.506  2.899  3.905
N  8.992  2.529  4.874
H  6.800  3.341  2.772
H  8.191  4.389  2.466
H  8.180  2.731  1.843

Results
Orbital gap = 9.293 eV
Net charge = +1
Highest occupied orbital energy = -11.76 eV
Total energy = -139311.645 eV